# 1
{"formula": "C13H12N2O3SeSn", "method": "ωB97M-V with the def2-TZVPD basis set", "symbols": ["Sn", "Se", "C", "N", "C", "C", "C", "O", "C", "H", "H", "H", "H", "H", "H", "H", "H", "O", "C", "N", "C", "O", "C", "C", "C", "C", "C", "C", "H", "H", "H", "H"], "positions_angstrom": [[0.692, 0.388, -0.291], [2.370, 0.895, -2.383], [2.978, -0.182, -3.735], [3.401, -0.831, -4.589], [-2.453, 1.833, 3.292], [-1.107, 2.216, 3.905], [-0.193, 2.182, 2.690], [-0.724, 1.144, 1.843], [-2.044, 0.765, 2.291], [-2.895, 2.689, 2.778], [-3.171, 1.461, 4.021], [-0.795, 1.468, 4.636], [-1.112, 3.191, 4.388], [0.843, 1.940, 2.925], [-0.221, 3.128, 2.143], [-1.978, -0.221, 2.759], [-2.693, 0.701, 1.419], [1.319, -2.581, 0.448], [0.254, -2.580, -0.137], [-0.416, -1.418, -0.457], [-1.572, -1.685, -1.177], [-2.320, -0.838, -1.608], [-1.675, -3.174, -1.278], [-2.630, -3.972, -1.870], [-2.436, -5.349, -1.807], [-1.322, -5.893, -1.173], [-0.361, -5.081, -0.579], [-0.564, -3.718, -0.645], [-3.489, -3.540, -2.366], [-3.160, -6.012, -2.260], [-1.204, -6.968, -1.147], [0.511, -5.493, -0.090]], "charge": 0, "homo_ev": -8.620, "gap_ev": 7.2946, "lumo_energy_ev": -1.33}

=====

# 2
{"formula": "C13H12O13V3", "method": "ωB97M-V with the def2-TZVPD basis set", "symbols": ["O", "V", "O", "O", "V", "O", "O", "V", "O", "C", "O", "O", "O", "C", "C", "C", "C", "C", "C", "O", "O", "H", "H", "H", "H", "H", "H", "C", "C", "C", "C", "C", "C", "O", "O", "H", "H", "H", "H", "H", "H"], "positions_angstrom": [[-1.678, -2.399, -1.300], [-0.926, -2.885, -2.635], [0.197, -3.966, -2.259], [5.045, -0.196, -1.917], [3.599, -0.553, -1.297], [3.583, 0.000, 0.161], [2.178, -3.593, -4.898], [2.294, -2.031, -5.262], [3.729, -1.769, -5.884], [1.459, -1.108, -2.845], [0.456, -1.461, -3.581], [2.669, -1.196, -3.202], [1.297, -0.840, -1.608], [-0.039, -0.399, 1.803], [-0.297, 0.337, 2.966], [0.335, 0.012, 4.155], [1.186, -1.089, 4.215], [1.550, -1.687, 3.013], [0.891, -1.423, 1.840], [1.128, -2.188, 0.717], [-0.026, 0.625, 5.331], [-0.460, -0.094, 0.853], [-0.991, 1.160, 2.838], [1.597, -1.461, 5.141], [2.288, -2.483, 3.011], [1.051, -1.672, -0.092], [-0.500, 1.432, 5.097], [-3.576, 2.180, 0.103], [-3.139, 1.289, -0.864], [-1.861, 1.403, -1.365], [-0.998, 2.347, -0.852], [-1.380, 3.210, 0.162], [-2.699, 3.124, 0.625], [-3.087, 3.976, 1.615], [-1.390, 0.506, -2.326], [-4.572, 2.070, 0.515], [-3.729, 0.424, -1.143], [0.043, 2.313, -1.160], [-0.665, 3.832, 0.679], [-4.045, 4.027, 1.680], [-0.517, 0.223, -2.025]], "charge": 1, "homo_ev": -10.077, "gap_ev": 3.3624, "lumo_energy_ev": -6.71}

=====

# 3
{"formula": "C13H12Si", "method": "ωB97M-V with the def2-TZVPD basis set", "symbols": ["C", "C", "C", "C", "C", "C", "C", "C", "C", "C", "C", "C", "C", "Si", "H", "H", "H", "H", "H", "H", "H", "H", "H", "H", "H", "H"], "positions_angstrom": [[-3.223, 3.157, -0.231], [-0.764, 0.116, 2.978], [-3.010, 1.996, -0.111], [-1.370, 0.130, 1.949], [3.359, 0.772, 0.972], [2.757, 1.727, 0.182], [2.941, -0.561, 0.780], [1.721, 1.464, -0.689], [1.863, -0.810, -0.055], [1.173, 0.161, -0.871], [-2.885, -2.413, 0.047], [-2.940, -1.238, -0.493], [0.167, -0.090, -1.759], [-2.256, 0.330, 0.310], [-3.469, 4.159, -0.354], [-0.489, 0.207, 3.984], [4.133, 0.942, 1.578], [3.039, 2.805, 0.220], [3.503, -1.386, 1.423], [1.367, 2.326, -1.318], [1.611, -1.910, -0.098], [-3.198, -3.214, -0.593], [-2.512, -2.457, 1.028], [-3.193, -1.248, -1.469], [-0.383, 0.819, -2.088], [0.019, -1.045, -2.031]], "charge": 0, "homo_ev": [-7.217, -6.593], "gap_ev": [6.6726, 5.9849], "lumo_energy_ev": [-0.54, -0.61]}

=====

# 4
{"formula": "C13H13BN4O5S2", "method": "ωB97M-V with the def2-TZVPD basis set", "symbols": ["O", "O", "N", "N", "O", "O", "O", "S", "S", "B", "C", "C", "C", "C", "C", "C", "C", "C", "C", "C", "N", "N", "C", "C", "C", "H", "H", "H", "H", "H", "H", "H", "H", "H", "H", "H", "H", "H"], "positions_angstrom": [[-2.978, 1.589, 0.455], [3.148, -1.609, -0.987], [-0.406, -2.662, 2.276], [-1.127, -1.753, 2.939], [0.724, 0.876, 2.650], [-3.835, 2.386, -1.479], [-0.151, 1.839, 0.550], [-1.265, -1.122, 0.537], [0.564, -3.544, -0.149], [0.862, 1.211, 1.306], [-2.843, 1.834, -0.734], [2.593, -1.860, 0.083], [-0.334, -2.496, 0.987], [-1.595, -0.796, 2.195], [-0.551, 0.794, -3.496], [-1.647, 1.248, -2.807], [0.646, 0.753, -2.854], [-0.321, 1.539, -0.787], [-1.578, 1.558, -1.456], [0.810, 1.127, -1.534], [-2.256, 0.287, 2.746], [2.145, -0.844, 0.899], [2.195, -3.265, 0.434], [2.137, 1.051, -0.873], [2.140, 0.574, 0.590], [-0.250, 0.831, 2.805], [-4.639, 2.492, -0.924], [-0.667, 0.465, -4.504], [-2.612, 1.383, -3.295], [1.441, 0.216, -3.354], [-2.657, 0.190, 3.667], [-2.745, 0.880, 2.116], [1.617, -1.069, 1.750], [2.916, -3.972, -0.027], [2.180, -3.434, 1.505], [2.717, 1.997, -1.016], [2.683, 0.291, -1.412], [2.938, 1.012, 1.198]], "charge": 0, "homo_ev": -8.781, "smiles": "Nc1nnc(SCC(=O)N[C@H]2Cc3cccc(C(=O)O)c3OB2O)s1", "gap_ev": 8.9539, "lumo_energy_ev": 0.17}

=====

# 5
{"formula": "C13H13BrN2OS", "method": "ωB97M-V with the def2-TZVPD basis set", "symbols": ["C", "C", "C", "C", "C", "C", "C", "H", "Br", "O", "C", "C", "H", "H", "S", "C", "N", "C", "C", "C", "N", "H", "H", "H", "H", "H", "H", "H", "H", "H", "H"], "positions_angstrom": [[4.229, 2.395, -1.255], [2.903, 1.579, -1.244], [1.568, 2.012, -1.111], [0.586, 1.267, -1.123], [0.749, 0.040, -1.350], [2.156, -0.631, -1.374], [3.362, 0.178, -1.336], [4.094, -0.301, -1.673], [2.227, -2.581, -1.650], [-0.254, -1.029, -1.243], [-1.554, -0.989, -0.787], [-1.610, -0.965, 0.613], [-0.921, -1.442, 1.036], [-2.663, -1.142, 1.117], [-1.163, 0.728, 1.485], [-2.545, 1.260, 2.201], [-3.690, 0.698, 1.983], [-4.811, 1.054, 2.416], [-5.136, 2.212, 3.014], [-3.724, 2.863, 3.257], [-2.634, 2.476, 2.632], [-3.607, 3.743, 3.733], [-5.933, 2.529, 3.426], [-5.664, 0.310, 2.301], [-2.059, 0.091, -1.341], [-2.239, -1.555, -1.159], [-0.275, 1.832, -1.000], [1.494, 2.973, -1.088], [4.074, 3.423, -1.262], [4.898, 2.215, -0.423], [4.728, 2.135, -2.301]], "charge": 0, "homo_ev": -8.300, "smiles": "Cc1ccc(OCCSc2ncccn2)c(Br)c1", "gap_ev": 8.8562, "lumo_energy_ev": 0.56}

=====

# 6
{"formula": "C13H13BrNO2P", "method": "ωB97M-V with the def2-TZVPD basis set", "symbols": ["C", "P", "O", "N", "C", "C", "C", "C", "C", "C", "Br", "H", "H", "H", "H", "H", "O", "C", "C", "C", "C", "C", "C", "H", "H", "H", "H", "H", "H", "H", "H"], "positions_angstrom": [[-0.410, 3.520, -0.017], [-0.202, 1.770, 0.449], [0.432, 1.482, 1.734], [-1.769, 1.185, 0.250], [-2.148, -0.135, 0.365], [-1.249, -1.108, 0.800], [-1.633, -2.430, 0.909], [-2.924, -2.819, 0.588], [-3.834, -1.872, 0.156], [-3.442, -0.552, 0.048], [-4.716, 0.739, -0.564], [-4.844, -2.153, -0.099], [-3.224, -3.852, 0.672], [-0.915, -3.162, 1.247], [-0.247, -0.804, 1.059], [-2.453, 1.797, -0.174], [0.565, 1.116, -0.823], [1.752, 0.426, -0.682], [2.850, 1.004, -0.068], [4.033, 0.291, 0.024], [4.121, -0.987, -0.500], [3.019, -1.558, -1.115], [1.830, -0.857, -1.204], [0.958, -1.291, -1.670], [3.081, -2.556, -1.521], [5.045, -1.540, -0.426], [4.888, 0.739, 0.508], [2.763, 1.999, 0.340], [0.549, 4.017, 0.100], [-0.746, 3.612, -1.045], [-1.127, 3.980, 0.658]], "charge": 0, "homo_ev": -8.551, "smiles": "C[P@@](=O)(Nc1ccccc1Br)Oc1ccccc1", "gap_ev": 9.1321, "lumo_energy_ev": 0.58}

=====

Short version: energy above the lowest of the compared OMol25 structures with the same formula, charge and spin = 16.2, 0.0, 142.3, 0.0, 221.3, 1.4 kcal/mol, in the order given.
Short version: electronic energy = -93975.991, -117346.104, -21545.213, -52239.553, -99587.519, -98610.923 eV, in the order given.